[1]
Computed, not measured: a gas-phase ion, C3H6N3 (charge +1) in a non-equilibrium geometry, with ωB97M-V with the def2-TZVPD basis set.

Properties
- maximum force (Eh/bohr) = 0.091
- charge = +1
- E_tot (Ha) = -281.70341
- 2S+1 = 1
- highest occupied orbital energy (spin up / spin down) (eV) = -16.7 / -14.9
- energy above the lowest of the compared OMol25 structures with the same formula, charge and spin (kJ/mol) = 563.1
- E_LUMO (spin up / spin down) (eV) = -5.77 / -7.48

Last column: Mulliken charge in e.
CARTESIAN COORDINATES (ANGSTROEM)
C -1.734 0.077 0.945  -0.114
C -0.719 0.018 -0.138  -0.256
C 1.544 -0.029 -0.793  -0.838
N 0.961 -0.208 1.498  -0.423
N -1.721 0.101 2.180  -0.333
N 0.636 0.003 0.401  0.659
H -2.644 0.146 0.443  0.405
H -0.750 -1.010 -0.576  0.416
H -0.839 0.910 -0.783  0.360
H 1.010 -0.030 -1.689  0.364
H 2.168 0.873 -0.688  0.345
H 2.088 -0.852 -0.801  0.415

Atoms 1-6, force components in eV/Å:
C 0.4338 0.1592 0.7944
C -1.0102 -0.3769 0.7946
C 0.2033 4.2975 0.9329
N 0.2231 0.1273 2.0255
N 1.1341 -0.1815 -0.4380
N 0.3779 -0.4901 -2.0909



[2]
Computed, not measured: 2 unconnected molecules or ions with the total composition C2H5ClS in a non-equilibrium geometry, with ωB97M-V with the def2-TZVPD basis set.

Properties
- maximum force (Eh/bohr) = 0.106
- E_tot (Ha) = -937.45174
- 2S+1 = 1
- highest occupied orbital energy (eV) = -8.1
- energy above the lowest of the compared OMol25 structures with the same formula, charge and spin (kJ/mol) = 279.5
- E_LUMO (eV) = 0.29

Last column: Mulliken charge in e.
CARTESIAN COORDINATES (ANGSTROEM)
C -0.019 -0.940 0.962  -0.845
C -0.217 0.392 -0.958  -0.225
S -0.377 1.953 -0.327  -0.139
Cl 1.185 0.016 -1.816  -0.122
H -0.869 -1.616 0.896  0.268
H 0.971 -1.285 0.559  0.332
H -0.181 -0.285 1.728  0.310
H -1.180 -0.016 -1.347  0.317
H 0.687 1.782 0.302  0.104

Atoms 1-6, force components in eV/Å:
C 0.2382 -0.5692 -5.3985
C -2.2551 -3.6164 2.7488
S -2.3928 2.0130 -0.9776
Cl 0.9839 -0.3846 -0.9897
H 0.3910 -0.2838 -0.2477
H -1.1261 0.3041 1.1684



[3]
Computed, not measured: C5H10O3 in the gas phase in a non-equilibrium geometry, with ωB97M-V with the def2-TZVPD basis set.

Properties
- maximum force (Eh/bohr) = 0.025
- structure (SMILES) = CC1(C)O[C@H](O)[C@H]1O
- E_tot (Ha) = -422.20563
- 2S+1 = 1
- highest occupied orbital energy (eV) = -9.9
- energy above the lowest of the compared OMol25 structures with the same formula, charge and spin (kJ/mol) = 133.8
- E_LUMO (eV) = 0.79

Last column: Mulliken charge in e.
CARTESIAN COORDINATES (ANGSTROEM)
C 1.699 0.618 0.127  -1.822
C 0.193 0.427 0.208  1.697
C -0.417 1.147 1.398  -1.683
O -0.461 0.760 -1.027  -0.500
C -0.918 -0.628 -1.220  0.145
O -2.286 -0.735 -1.230  -0.509
C -0.271 -1.090 0.082  -0.447
O 0.666 -2.109 0.027  -0.567
H 2.085 0.236 -0.816  0.398
H 2.184 0.101 0.952  0.373
H 1.930 1.679 0.178  0.428
H -1.493 0.990 1.415  0.366
H 0.016 0.770 2.322  0.365
H -0.225 2.215 1.315  0.406
H -0.459 -1.022 -2.142  0.274
H -2.643 -0.128 -1.890  0.333
H -1.012 -1.371 0.831  0.386
H 1.412 -1.859 -0.530  0.357

Atoms 1-6, force components in eV/Å:
C -0.4288 0.0025 -0.0316
C 0.2724 -1.0380 0.7075
C 0.0606 -0.0503 -0.4384
O -0.4612 -0.8745 -0.2497
C 0.6885 0.9263 -0.3988
O -0.4847 0.0129 0.0525



[4]
Computed, not measured: C5H6Br2FN in the gas phase in a non-equilibrium geometry, with ωB97M-V with the def2-TZVPD basis set.

Properties
- maximum force (Eh/bohr) = 0.043
- E_tot (Ha) = -5496.54287
- 2S+1 = 1
- highest occupied orbital energy (eV) = -8.4
- energy above the lowest of the compared OMol25 structures with the same formula, charge and spin (kJ/mol) = 292.5
- E_LUMO (eV) = -1.60

Last column: Mulliken charge in e.
CARTESIAN COORDINATES (ANGSTROEM)
C -2.318 1.057 -0.897  -0.473
C -0.791 -1.829 -0.855  -0.343
C -0.913 0.499 -1.147  0.320
C 1.660 0.530 0.518  -1.178
C 0.434 -0.339 0.864  -0.183
N -0.411 -0.718 -0.310  0.240
F -0.684 0.135 -2.418  -0.229
Br -2.620 1.539 0.852  0.008
Br -0.426 -3.335 0.163  -0.153
H -0.277 1.391 -0.949  0.357
H 1.709 1.429 1.107  0.278
H 2.487 -0.117 0.766  0.370
H 1.667 0.707 -0.505  0.445
H 0.792 -1.166 1.407  0.473
H -0.308 0.215 1.403  0.068

Atoms 1-6, force components in eV/Å:
C 0.6758 -0.6251 -0.8423
C -0.8465 0.2973 -0.3637
C 0.6490 -0.4163 1.5843
C -0.6669 -1.5306 1.4474
C -1.0044 1.4247 -0.9154
N 0.2814 1.5687 -0.7627